C9H5BCl3F11N2OPtS2 as an isolated structure, computed with ωB97M-V/def2-TZVPD.

Geometry as XYZ:
```
35
Properties=species:S:1:pos:R:3
Pt 1.12 0.04 -1.45
F -0.40 -0.57 3.16
C -0.75 0.57 2.55
F -0.88 1.50 3.50
F -1.96 0.36 2.00
C 0.27 0.94 1.43
O 0.43 -0.16 0.64
C 1.62 1.38 2.09
F 1.56 2.63 2.58
F 2.61 1.35 1.19
F 1.97 0.57 3.09
C -0.31 2.17 0.64
F -1.18 1.75 -0.30
F -0.96 3.06 1.40
F 0.65 2.84 -0.02
S -0.22 -2.01 -2.23
C -0.50 -2.67 -0.71
N -1.66 -2.60 -0.07
C -1.81 -3.38 1.16
C -0.41 -3.78 1.60
S 0.66 -3.63 0.13
H -2.38 -1.99 -0.42
H -2.43 -4.25 0.95
H -2.31 -2.77 1.91
H -0.37 -4.81 1.95
H -0.01 -3.12 2.36
Cl -0.03 3.83 -5.47
C -0.62 3.31 -3.89
Cl -0.27 4.55 -2.68
Cl -2.36 2.98 -3.94
C 0.07 2.07 -3.52
N 0.59 1.07 -3.31
F 3.49 -1.55 -1.98
B 2.98 -0.33 -1.98
F 3.80 0.65 -2.38
```

- LUMO (alpha / beta) (hartree) = -0.032 / -0.032
- HOMO-LUMO gap (alpha / beta) (eV) = 6.9 / 6.9
- HOMO level (alpha / beta) (eV) = -7.716 / -7.714
- total charge = 0
- calculated total energy (eV) = -107497.527